The following is a DFT calculation (ωB97M-V with the def2-TZVPD basis set) of a molecular structure, C34H73CuIN4OPSSi.

```
117
Properties=species:S:1:pos:R:3:forces:R:3
Cu -1.01497 0.41667 -0.96265 0.31 0.09 0.00
C -1.65042 -1.12237 -4.22947 -0.02 0.05 0.01
C -1.18134 -2.15112 -3.19081 0.04 -0.03 -0.05
C -1.44159 -3.54702 -3.77379 0.03 0.04 0.00
C 0.34435 -1.95312 -3.09283 -0.03 0.08 -0.05
Si -1.99204 -1.65344 -1.43014 -0.11 0.17 -0.23
C -1.82929 -3.28823 -0.29942 0.07 0.03 0.15
C -0.37407 -3.77196 -0.34506 0.05 0.04 -0.03
C -2.72173 -4.49171 -0.62412 0.03 0.00 0.01
C -2.06784 -2.89607 1.16897 -0.01 -0.04 0.02
C -3.96400 -1.44720 -1.75051 -0.06 -0.02 -0.04
C -4.22078 -0.02261 -2.26756 -0.05 0.00 0.04
C -4.67252 -2.41550 -2.70744 0.00 0.04 0.03
C -4.68207 -1.50494 -0.39559 0.00 0.01 0.04
H -1.05589 -1.22970 -5.15149 -0.02 0.01 0.03
H -1.52005 -0.09604 -3.86523 0.01 -0.09 -0.02
H -2.70002 -1.25714 -4.50188 0.02 0.03 0.00
H -0.97412 -3.63065 -4.77046 -0.02 0.00 0.03
H -2.50666 -3.75991 -3.89274 -0.03 0.02 0.00
H -1.01227 -4.33805 -3.15350 -0.02 0.02 -0.02
H 0.78740 -2.01206 -4.10320 -0.03 -0.03 0.04
H 0.83166 -2.71426 -2.48123 -0.01 0.00 0.04
H 0.59263 -0.97742 -2.65806 -0.01 -0.12 0.00
H -0.12598 -4.26029 -1.28914 0.01 0.02 0.00
H -0.20030 -4.50561 0.46051 0.00 0.03 -0.04
H 0.32438 -2.94121 -0.20038 -0.04 -0.02 -0.03
H -2.64440 -4.80113 -1.66927 0.01 0.01 0.04
H -3.77392 -4.29036 -0.41222 0.00 0.00 -0.03
H -2.42523 -5.35269 0.00088 -0.04 0.03 -0.02
H -1.39274 -2.09354 1.47380 -0.05 -0.02 -0.02
H -1.88983 -3.77166 1.82062 -0.01 0.06 -0.04
H -3.08456 -2.54519 1.35686 0.08 -0.02 0.01
H -3.74189 0.18343 -3.22403 0.02 -0.01 -0.03
H -3.83683 0.71551 -1.56060 0.00 -0.05 -0.03
H -5.30743 0.13730 -2.39012 0.06 -0.02 0.00
H -4.31285 -2.29605 -3.73239 -0.01 -0.04 0.03
H -5.75737 -2.20658 -2.72154 0.05 -0.02 0.00
H -4.54384 -3.46300 -2.42700 0.02 -0.01 0.02
H -4.17504 -0.86976 0.34168 -0.05 -0.03 -0.06
H -4.73601 -2.51704 0.01204 0.00 0.03 -0.02
H -5.71740 -1.13910 -0.50419 0.04 -0.01 0.00
N 1.03568 0.56237 -0.81469 -0.22 0.02 0.12
P 2.32516 0.78357 -0.08801 0.14 -0.06 0.11
N 2.54790 2.32555 0.62249 -0.12 0.13 -0.03
C 1.48944 3.30680 0.37240 0.19 -0.02 0.10
C 1.54963 4.39304 1.43693 0.03 0.01 -0.02
C 2.85841 5.19365 1.30799 0.00 -0.06 -0.03
C 3.98908 4.30777 0.75363 -0.06 0.02 0.03
C 3.79148 2.85022 1.16131 -0.09 0.01 -0.02
N 3.80942 0.66583 -0.97415 0.05 -0.04 -0.25
C 3.82349 1.65584 -2.07945 -0.10 -0.19 0.09
C 3.27328 1.06406 -3.37385 0.05 -0.07 0.07
C 4.21430 -0.03920 -3.88060 -0.02 0.02 0.06
C 4.91412 -0.72941 -2.69660 -0.02 0.07 -0.03
C 4.03559 -0.71623 -1.45390 0.04 0.11 0.00
N 2.71583 -0.34920 1.14242 -0.05 -0.14 0.00
C 1.59594 -1.01146 1.79430 0.08 0.06 -0.06
C 1.95506 -2.44627 2.16171 0.11 0.03 0.05
C 3.20638 -2.46206 3.04099 -0.03 0.05 -0.07
C 4.34697 -1.72731 2.33900 -0.08 -0.01 0.00
C 3.91328 -0.31310 1.94730 -0.06 -0.01 0.02
H 0.54052 2.77994 0.36839 -0.08 -0.08 -0.03
H 1.57181 3.77004 -0.62333 0.01 -0.01 -0.01
H 1.49093 3.91581 2.42237 -0.01 0.01 -0.03
H 0.68914 5.06107 1.34338 -0.02 -0.02 0.01
H 3.14582 5.61135 2.27798 0.00 0.00 0.02
H 2.69872 6.03981 0.63416 0.02 0.03 0.01
H 4.96409 4.66065 1.10236 0.01 0.02 -0.01
H 3.99902 4.35959 -0.33770 0.00 -0.01 -0.01
H 3.81450 2.79601 2.26349 0.01 -0.03 0.02
H 4.62086 2.24409 0.79550 0.01 0.01 -0.04
H 4.84622 2.02788 -2.23460 0.05 0.00 0.02
H 3.21119 2.50862 -1.78550 0.00 0.01 0.05
H 3.13695 1.84294 -4.12795 0.01 0.01 0.00
H 2.28353 0.66415 -3.13753 0.02 0.02 -0.01
H 4.96951 0.38579 -4.55082 0.00 -0.02 -0.03
H 3.64839 -0.77346 -4.46014 -0.01 0.01 0.01
H 5.85530 -0.21848 -2.46503 0.00 0.00 0.00
H 5.16590 -1.76333 -2.94648 0.03 -0.01 -0.01
H 4.51461 -1.28913 -0.65806 0.00 -0.01 0.04
H 3.08303 -1.21608 -1.67937 -0.04 0.03 0.00
H 0.73678 -0.96430 1.12145 0.03 0.03 0.00
H 1.32235 -0.48148 2.72801 -0.01 0.04 -0.01
H 2.14384 -3.00439 1.23933 -0.01 -0.02 0.04
H 1.11229 -2.92217 2.67263 0.00 0.01 -0.04
H 3.50108 -3.48446 3.29655 0.00 -0.02 0.01
H 2.98117 -1.94417 3.98297 0.01 -0.03 0.02
H 4.61242 -2.27117 1.42727 0.04 -0.01 0.00
H 5.23742 -1.68389 2.97590 0.00 0.01 0.01
H 4.70536 0.18156 1.38524 0.01 -0.01 -0.02
H 3.75044 0.26528 2.87866 0.02 0.03 -0.01
I -0.83854 3.41436 -2.98965 0.07 -0.03 -0.06
C -1.64667 2.40535 -1.19891 -0.31 -0.19 0.24
H -2.72098 2.54540 -1.37614 0.05 0.11 -0.07
H -1.38277 3.15790 -0.44197 0.01 -0.01 -0.09
C -2.89689 -0.11030 4.93269 0.08 -0.01 -0.01
C -2.23577 1.25875 5.10533 -0.03 0.01 0.01
C -0.90176 1.43425 4.38524 -0.08 -0.02 0.08
S -0.90062 1.41264 2.57159 0.02 -0.17 -0.35
O -1.62239 0.18438 2.13432 0.09 0.14 0.26
C -2.03507 2.83414 2.30205 -0.01 -0.04 -0.11
C -3.37764 2.37449 1.74673 -0.02 0.12 0.00
C -4.15493 3.54069 1.14050 0.03 0.03 0.03
H -3.88697 -0.11436 5.39519 0.03 -0.01 0.03
H -2.29792 -0.89025 5.41152 0.00 0.02 -0.03
H -2.99503 -0.37283 3.88105 0.00 0.03 0.00
H -2.04811 1.42898 6.17107 -0.06 0.07 0.03
H -2.92646 2.04698 4.78808 0.02 -0.04 -0.02
H -0.19668 0.64433 4.66108 -0.02 0.01 0.00
H -0.44234 2.39799 4.63199 0.03 -0.06 0.06
H -1.52756 3.46571 1.56905 -0.01 -0.04 0.05
H -2.12962 3.39637 3.23483 -0.02 0.02 -0.04
H -3.96319 1.89492 2.53581 0.01 -0.05 0.01
H -3.19394 1.61205 0.98639 0.02 0.00 -0.02
H -4.34936 4.32746 1.87883 0.00 -0.04 -0.02
H -5.11473 3.20099 0.74475 0.02 0.01 0.01
H -3.59080 3.97798 0.31295 -0.04 -0.02 0.05
```
Positions in Å, forces in eV/Å.

Summary:
Energy relative to the best compared isomer or geometry (same formula, charge and spin) (kcal/mol): 0.0
Max |F| (eV Å⁻¹): 0.44
Total charge: -2
LUMO (eV): 3.92
Gap between HOMO and LUMO (hartree): 0.150
2S+1: 1